This record from the Open Molecules 2025 dataset describes a structure of composition C23H21I2N5OS3TeTi at a distorted geometry. The level of theory is the ωB97M-V functional and the def2-TZVPD basis.

For the frontier orbital gap (spin up / spin down), the calculation gives 4.3 / 4.5 eV. The calculation puts the molar mass at 908.9 g mol⁻¹. As for the relative energy (zero: lowest compared OMol25 entry of this formula, charge and spin): 0.00 kJ/mol. For the lowest unoccupied orbital energy (spin up / spin down), the calculation gives 2.1089 / 2.1088 eV.

```
! RIJCOSX wB97M-V def2-TZVPD def2/J DEFGRID3
* xyz -1 2
Ti 1.282 -0.211 -0.346
I 2.183 -2.860 6.853
C 1.639 -2.310 4.927
C 0.300 -2.166 4.606
C -0.042 -1.781 3.315
I -2.045 -1.551 2.815
C 0.925 -1.548 2.324
O 0.578 -1.213 1.117
C 2.282 -1.708 2.678
C 3.357 -1.555 1.624
N 3.221 -0.309 0.845
C 3.532 0.905 1.606
C 2.477 1.967 1.428
C 2.675 3.287 1.839
C 1.626 4.170 1.756
C 0.396 3.727 1.298
C 0.289 2.403 0.905
N 1.317 1.558 0.937
C 2.620 -2.079 3.970
H -0.471 -2.345 5.341
H 3.276 -2.356 0.888
H 4.340 -1.609 2.102
H 3.776 -0.382 -0.009
H 4.517 1.301 1.354
H 3.541 0.660 2.672
H 3.646 3.589 2.210
H 1.755 5.201 2.064
H -0.469 4.373 1.246
H -0.658 2.000 0.567
H 3.667 -2.200 4.223
S 3.229 1.590 -1.991
C 1.620 1.794 -2.403
N 0.582 1.145 -1.845
C -0.651 1.666 -2.270
C -1.911 1.352 -1.765
C -3.034 1.966 -2.301
C -2.924 2.907 -3.329
C -1.671 3.262 -3.803
C -0.551 2.648 -3.256
S 1.115 2.972 -3.585
H -2.013 0.625 -0.969
H -4.012 1.705 -1.915
H -3.811 3.373 -3.741
H -1.564 4.018 -4.573
Te 2.364 -2.083 -1.826
S -0.893 -1.877 -1.588
C -2.467 -2.285 -1.851
N -3.229 -1.971 -2.949
C -4.248 -2.979 -3.209
C -4.276 -3.786 -1.886
N -3.213 -3.163 -1.114
H -2.734 -1.519 -3.700
H -3.972 -3.616 -4.052
H -5.214 -2.524 -3.427
H -4.073 -4.844 -2.066
H -5.239 -3.706 -1.382
H -2.741 -3.630 -0.358
*
```

***

This record from the Open Molecules 2025 dataset describes a structure of composition C23H21N11OPdS. The level of theory is the ωB97M-V functional and the def2-TZVPD basis.

For the frontier orbital gap, the calculation gives 6.4 eV. The calculation puts the molar mass at 606.0 g mol⁻¹. As for the relative energy (zero: lowest compared OMol25 entry of this formula, charge and spin): 0.00 kJ/mol. For the lowest unoccupied orbital energy, the calculation gives -7.1403 eV.

```
! RIJCOSX wB97M-V def2-TZVPD def2/J DEFGRID3
* xyz 2 1
Pd -0.301 0.354 -0.659
N -3.324 1.578 2.051
C -2.292 1.067 1.381
S -2.078 1.696 -0.269
N -1.541 0.172 1.976
N -0.513 -0.281 1.213
C 0.321 -1.177 1.639
C 0.244 -1.796 2.973
C 1.359 -1.750 3.812
C 1.297 -2.324 5.071
C 0.137 -2.965 5.484
C -0.969 -3.019 4.646
C -0.926 -2.423 3.398
C 1.392 -1.557 0.669
C 2.322 -2.553 0.899
C 3.299 -2.791 -0.065
C 3.324 -2.036 -1.224
C 2.338 -1.077 -1.414
N 1.409 -0.864 -0.495
H -3.921 2.280 1.650
H -3.461 1.319 3.015
H 2.266 -1.250 3.493
H 2.155 -2.274 5.728
H 0.094 -3.421 6.463
H -1.870 -3.521 4.971
H -1.797 -2.446 2.756
H 2.285 -3.129 1.812
H 4.035 -3.567 0.097
H 4.078 -2.191 -1.983
H 2.268 -0.479 -2.314
O -0.012 0.784 -2.543
C -0.032 2.052 -2.989
C -0.578 2.276 -4.255
C -0.545 3.538 -4.813
C 0.008 4.612 -4.118
C 0.530 4.405 -2.861
C 0.526 3.130 -2.283
C 1.077 2.923 -0.958
N 0.835 1.893 -0.150
C 1.503 2.086 1.045
C 2.171 3.258 0.953
N 1.896 3.761 -0.298
H -1.004 1.437 -4.786
H -0.965 3.695 -5.798
H 0.016 5.600 -4.555
H 0.930 5.250 -2.314
H 1.437 1.394 1.864
H 2.804 3.772 1.654
H 2.278 4.608 -0.687
N -4.126 -2.269 -3.132
N -3.024 -2.105 -2.330
N -2.552 -3.085 -1.587
C -1.598 -2.471 -0.913
N -1.526 -1.183 -1.268
N -2.460 -0.958 -2.176
H -4.259 -3.263 -3.282
H -3.994 -1.758 -3.997
H -0.966 -2.959 -0.192
*
```

***

This record from the Open Molecules 2025 dataset describes an isolated molecule of C23H21N3O5S2. The level of theory is the ωB97M-V functional and the def2-TZVPD basis.

For the frontier orbital gap, the calculation gives 8.3 eV. As for the SMILES: COC(=O)c1c(NC(=O)CSc2nc3ccccc3c(=O)n2Cc2ccco2)sc(C)c1C. The calculation puts the molar mass at 483.6 g mol⁻¹. As for the relative energy (zero: lowest compared OMol25 entry of this formula, charge and spin): 0.00 kJ/mol. For the lowest unoccupied orbital energy, the calculation gives 0.3413 eV.

```
! RIJCOSX wB97M-V def2-TZVPD def2/J DEFGRID3
* xyz 0 1
C 4.685 2.407 0.328
O 4.054 1.193 -0.045
C 2.884 1.314 -0.680
O 2.390 2.407 -0.918
C 2.263 0.054 -1.051
C 1.041 0.059 -1.702
N 0.292 1.177 -1.973
C -0.982 1.068 -2.425
O -1.422 0.008 -2.833
C -1.832 2.300 -2.242
S -3.112 1.798 -1.018
C -1.994 0.923 0.063
N -1.032 1.612 0.550
C -0.071 0.965 1.279
C 0.991 1.697 1.818
C 1.980 1.045 2.518
C 1.939 -0.339 2.690
C 0.895 -1.070 2.172
C -0.126 -0.425 1.472
C -1.251 -1.184 0.938
O -1.407 -2.380 1.062
N -2.186 -0.409 0.233
C -3.317 -1.088 -0.372
C -4.609 -0.535 0.131
C -4.953 -0.003 1.340
C -6.319 0.357 1.235
C -6.697 0.014 -0.024
O -5.668 -0.526 -0.699
S 0.451 -1.517 -2.029
C 1.856 -2.218 -1.269
C 1.961 -3.701 -1.187
C 2.724 -1.280 -0.803
C 4.006 -1.603 -0.111
H 4.004 3.028 0.912
H 5.554 2.127 0.918
H 4.991 2.965 -0.560
H 0.722 2.044 -1.635
H -2.386 2.552 -3.144
H -1.273 3.152 -1.862
H 1.009 2.764 1.664
H 2.799 1.607 2.942
H 2.726 -0.833 3.239
H 0.833 -2.140 2.297
H -3.269 -0.985 -1.462
H -3.205 -2.147 -0.110
H -4.319 0.118 2.195
H -6.925 0.807 1.994
H -7.633 0.096 -0.541
H 1.130 -4.158 -1.718
H 2.893 -4.053 -1.628
H 1.925 -4.032 -0.149
H 4.016 -1.155 0.881
H 4.128 -2.677 -0.018
H 4.848 -1.195 -0.666
*
```

***

This record from the Open Molecules 2025 dataset describes a structure of composition C23H21N4O7Pb. The level of theory is the ωB97M-V functional and the def2-TZVPD basis.

For the frontier orbital gap, the calculation gives 8.5 eV. The calculation puts the molar mass at 672.6 g mol⁻¹. For the lowest unoccupied orbital energy, the calculation gives -3.0267 eV.

```
! RIJCOSX wB97M-V def2-TZVPD def2/J DEFGRID3
* xyz 1 1
Pb 1.223 1.663 -0.707
O -1.576 -0.474 -4.305
C -1.756 0.263 -3.385
O -1.247 1.529 -3.536
C -2.469 -0.113 -2.123
C -1.516 -0.871 -1.168
C -2.338 -1.636 -0.134
C -2.864 -0.481 0.755
C -2.224 0.739 0.094
O -0.959 0.212 -0.385
C -2.947 1.056 -1.244
C -2.483 2.415 -1.679
O -2.905 3.451 -1.297
O -1.290 2.433 -2.416
H -3.283 -0.764 -2.439
H -0.726 -1.425 -1.666
H -1.700 -2.317 0.427
H -3.128 -2.223 -0.597
H -2.515 -0.576 1.781
H -3.949 -0.410 0.773
H -2.063 1.602 0.727
H -4.026 1.094 -1.114
O -0.259 3.142 0.368
N -0.328 3.178 1.643
N 0.462 2.383 2.237
O 1.259 1.561 1.587
C 0.476 2.350 3.679
C 1.176 1.333 4.303
C 1.190 1.285 5.690
C 0.516 2.243 6.430
C -0.175 3.260 5.782
C -0.199 3.325 4.400
H 1.705 0.602 3.713
H 1.736 0.496 6.188
H 0.532 2.202 7.510
H -0.693 4.015 6.357
H -0.725 4.118 3.890
N 1.835 -0.671 0.212
C 2.102 -1.805 -0.640
C 2.524 -3.002 -0.132
C 2.808 -4.092 -0.979
C 2.667 -3.964 -2.330
C 2.237 -2.738 -2.888
C 2.094 -2.545 -4.283
C 1.698 -1.332 -4.759
C 1.425 -0.304 -3.835
N 1.525 -0.443 -2.535
C 1.945 -1.646 -2.042
H 0.973 -0.791 0.737
H 2.572 -0.557 0.902
H 2.648 -3.110 0.939
H 3.143 -5.026 -0.549
H 2.887 -4.791 -2.992
H 2.308 -3.367 -4.954
H 1.578 -1.145 -5.815
H 1.100 0.665 -4.195
*
```

***

This record from the Open Molecules 2025 dataset describes an isolated molecule of C23H21N5O5S at a distorted geometry. The level of theory is the ωB97M-V functional and the def2-TZVPD basis.

For the frontier orbital gap, the calculation gives 7.8 eV. As for the SMILES: Cc1cc(C)nc(NS(=O)(=O)c2ccc(NC(=O)CCN3C(=O)c4ccccc4C3=O)cc2)n1. The calculation puts the molar mass at 479.5 g mol⁻¹. As for the relative energy (zero: lowest compared OMol25 entry of this formula, charge and spin): 0.00 kJ/mol. For the lowest unoccupied orbital energy, the calculation gives -0.9454 eV.

```
! RIJCOSX wB97M-V def2-TZVPD def2/J DEFGRID3
* xyz 0 1
C 1.128 0.832 0.512
C 1.296 0.629 1.983
C 1.464 1.686 2.869
C 1.565 1.377 4.223
C 1.760 2.434 5.259
N 1.486 0.123 4.649
C 1.323 -0.820 3.726
N 1.175 -2.102 4.153
S 1.342 -3.429 3.104
O 0.842 -4.533 3.866
O 2.691 -3.501 2.630
C 0.248 -3.007 1.768
C -1.045 -2.607 2.038
C -1.857 -2.182 1.003
C -1.367 -2.179 -0.302
N -2.129 -1.727 -1.386
C -3.120 -0.793 -1.341
O -3.538 -0.298 -0.318
C -3.720 -0.416 -2.692
C -2.749 -0.297 -3.869
N -1.595 0.517 -3.550
C -1.637 1.907 -3.441
O -2.621 2.576 -3.602
C -0.245 2.311 -3.126
C 0.301 3.557 -2.902
C 1.667 3.626 -2.641
C 2.451 2.483 -2.610
C 1.900 1.225 -2.834
C 0.546 1.158 -3.090
C -0.328 -0.002 -3.358
O -0.061 -1.181 -3.408
C -0.077 -2.644 -0.564
C 0.734 -3.048 0.476
N 1.243 -0.624 2.416
H 1.462 -0.054 -0.019
H 0.070 0.978 0.294
H 1.675 1.709 0.172
H 1.511 2.707 2.524
H 2.681 2.982 5.067
H 0.934 3.143 5.230
H 1.809 1.977 6.242
H 1.272 -2.266 5.142
H -1.401 -2.613 3.055
H -2.857 -1.834 1.199
H -1.733 -1.967 -2.286
H -4.481 -1.161 -2.938
H -4.227 0.540 -2.543
H -2.374 -1.272 -4.194
H -3.273 0.173 -4.706
H -0.314 4.443 -2.931
H 2.123 4.588 -2.462
H 3.508 2.570 -2.408
H 2.505 0.333 -2.812
H 0.289 -2.654 -1.581
H 1.749 -3.372 0.314
*
```

***

This record from the Open Molecules 2025 dataset describes a structure of composition C23H21N8O2S3Y at a distorted geometry. The level of theory is the ωB97M-V functional and the def2-TZVPD basis.

For the frontier orbital gap (spin up / spin down), the calculation gives 6.7 / 6.7 eV. The calculation puts the molar mass at 626.6 g mol⁻¹. For the lowest unoccupied orbital energy (spin up / spin down), the calculation gives -0.6579 / -0.6578 eV.

```
! RIJCOSX wB97M-V def2-TZVPD def2/J DEFGRID3
* xyz 0 1
Y 12.870 -16.468 -4.476
S 13.085 -18.618 -6.011
C 14.451 -17.997 -6.960
N 14.621 -18.301 -8.260
N 13.720 -18.952 -8.896
C 13.820 -19.050 -10.320
C 14.851 -18.374 -10.948
C 15.010 -18.619 -12.311
C 14.188 -19.527 -12.990
C 13.175 -20.131 -12.302
C 12.968 -19.900 -10.958
N 15.503 -17.199 -6.557
N 15.288 -16.576 -5.491
C 16.449 -15.951 -5.004
C 17.559 -15.721 -5.761
C 18.729 -15.167 -5.162
C 18.736 -14.909 -3.822
C 17.679 -15.306 -3.057
C 16.545 -15.857 -3.609
H 12.853 -19.235 -8.427
H 15.430 -17.626 -10.416
H 15.816 -18.127 -12.780
H 14.279 -19.600 -14.082
H 12.593 -20.711 -12.942
H 12.192 -20.493 -10.505
H 17.620 -16.009 -6.851
H 19.623 -15.124 -5.716
H 19.599 -14.511 -3.237
H 17.822 -15.255 -1.961
H 15.746 -16.183 -2.970
O 13.191 -15.795 -2.103
C 12.433 -16.772 -1.974
O 12.653 -17.762 -2.701
C 11.123 -16.618 -1.243
C 10.905 -16.872 0.092
C 9.603 -16.833 0.652
C 8.569 -16.413 -0.213
C 8.863 -15.971 -1.502
C 10.126 -16.180 -2.088
S 10.237 -16.108 -3.853
H 11.833 -17.100 0.721
H 9.388 -16.953 1.746
H 7.516 -16.221 0.063
H 8.086 -15.622 -2.101
C 10.772 -12.050 -2.887
C 10.824 -12.599 -4.279
N 9.997 -12.444 -5.253
N 10.501 -13.137 -6.365
C 11.740 -13.738 -6.070
S 12.680 -14.750 -7.013
N 11.941 -13.352 -4.797
N 13.036 -13.926 -4.061
H 9.722 -11.808 -2.591
H 11.438 -11.225 -2.836
H 11.223 -12.828 -2.236
H 9.938 -13.443 -7.101
H 12.854 -14.092 -3.056
H 13.845 -13.315 -4.236
*
```

***

This record from the Open Molecules 2025 dataset describes an isolated molecule of C23H21NO4S at a distorted geometry. The level of theory is the ωB97M-V functional and the def2-TZVPD basis.

For the frontier orbital gap, the calculation gives 8.2 eV. The calculation puts the molar mass at 407.5 g mol⁻¹. As for the relative energy (zero: lowest compared OMol25 entry of this formula, charge and spin): 319.78 kJ/mol. For the lowest unoccupied orbital energy, the calculation gives 0.2594 eV.

```
! RIJCOSX wB97M-V def2-TZVPD def2/J DEFGRID3
* xyz 0 1
O 0.417 0.599 1.881
O -1.789 -2.280 -2.764
O -1.517 1.293 0.980
O -5.337 -3.501 2.456
C -0.503 1.364 1.903
C 1.472 2.872 -1.814
C 0.247 2.687 -1.109
C -1.046 0.678 -0.181
C 2.122 1.707 -1.888
C 0.131 1.316 -0.960
C -1.565 -0.562 -0.682
C 2.960 -2.606 -0.916
C 2.085 -3.469 -1.603
C -3.050 -2.461 2.186
C -4.586 -2.699 0.344
C -2.162 -1.686 1.374
C -3.659 -2.013 -0.557
C 2.667 -1.224 -0.804
C 0.921 -2.981 -2.072
C -4.369 -2.842 1.696
C -2.463 -1.440 0.004
C 1.521 -0.708 -1.379
C 0.638 -1.668 -1.872
N 1.272 0.722 -1.365
S -1.033 -1.032 -2.341
C -5.645 -2.885 3.726
C 1.739 3.657 2.809
C -0.576 2.512 2.923
C 0.740 2.901 3.680
H 1.833 3.846 -2.197
H -0.455 3.453 -0.695
H 3.141 1.564 -2.233
H 3.761 -3.103 -0.427
H 2.335 -4.511 -1.800
H -2.759 -2.701 3.151
H -5.560 -2.828 -0.129
H -1.180 -1.269 1.804
H -3.933 -1.929 -1.558
H 3.269 -0.503 -0.250
H 0.209 -3.732 -2.480
H -4.771 -2.422 4.198
H -5.985 -3.660 4.421
H -6.526 -2.224 3.458
H 2.798 3.329 3.031
H 1.661 4.779 2.893
H 1.502 3.453 1.706
H -1.165 2.215 3.881
H -0.985 3.395 2.527
H 0.504 3.546 4.493
H 1.344 1.998 4.116
*
```

***

This record from the Open Molecules 2025 dataset describes a structure of composition C23H22AuN6O3S2. The level of theory is the ωB97M-V functional and the def2-TZVPD basis.

For the frontier orbital gap, the calculation gives 4.8 eV. The calculation puts the molar mass at 691.6 g mol⁻¹. As for the relative energy (zero: lowest compared OMol25 entry of this formula, charge and spin): 56.27 kJ/mol. For the lowest unoccupied orbital energy, the calculation gives -5.3393 eV.

```
! RIJCOSX wB97M-V def2-TZVPD def2/J DEFGRID3
* xyz 1 1
Au -0.629 0.387 0.084
N 5.755 -0.714 -4.549
C 5.019 -0.582 -3.416
C 5.318 0.423 -2.480
C 4.579 0.548 -1.325
C 3.528 -0.328 -1.078
C 3.219 -1.332 -1.990
C 3.952 -1.461 -3.148
S 2.594 -0.172 0.391
O 3.385 0.454 1.406
O 1.940 -1.426 0.660
N 1.322 0.850 0.051
C 1.452 2.221 0.023
N 0.273 2.853 0.148
C 0.289 4.178 0.112
C 1.475 4.885 -0.018
C 2.628 4.132 -0.141
N 2.630 2.802 -0.142
H 6.501 -0.078 -4.755
H 5.536 -1.415 -5.230
H 6.146 1.097 -2.665
H 4.814 1.314 -0.600
H 2.408 -2.018 -1.779
H 3.719 -2.250 -3.851
H -0.670 4.678 0.188
H 1.501 5.964 -0.028
H 3.594 4.611 -0.255
C -6.429 0.246 -1.806
C -5.085 0.256 -1.165
C -4.922 -0.079 0.190
C -3.649 -0.063 0.716
N -2.640 0.281 -0.088
C -2.867 0.566 -1.375
S -1.317 0.901 -2.106
N -4.044 0.574 -1.942
H -7.228 0.303 -1.071
H -6.545 -0.683 -2.370
H -6.511 1.068 -2.515
H -5.773 -0.336 0.802
H -3.410 -0.291 1.747
C -0.605 -4.139 1.239
C -0.787 -2.656 1.153
O -0.630 -2.066 0.098
C -1.167 -1.852 2.346
C -0.498 -0.654 2.615
C -0.940 0.168 3.645
C -2.044 -0.201 4.401
C -2.688 -1.407 4.154
C -2.239 -2.245 3.141
H 0.399 -4.358 0.872
H -1.313 -4.632 0.571
H -0.713 -4.523 2.250
H 0.434 -0.429 2.098
H -0.399 1.077 3.875
H -2.388 0.437 5.204
H -3.537 -1.698 4.758
H -2.742 -3.185 2.952
*
```